A cluster of 2 separate species, C2H7NO4P in total at a distorted geometry. Source: the Open Molecules 2025 dataset; level of theory: the ωB97M-V functional and the def2-TZVPD basis.

Values from the calculation:
Energy relative to the best compared isomer or geometry (same formula, charge and spin), kcal per mole: 103.0
Frontier orbital gap (spin up / spin down), eV: 7.746 / 7.747
E, Ha: -777.4665
HOMO energy (spin up / spin down), eV: -3.80 / -3.80
Net charge: -1
LUMO level (spin up / spin down), eV: 3.946 / 3.946

Geometry as XYZ:
```
15
C2H7NO4P | the Open Molecules 2025 dataset | the ωB97M-V functional and the def2-TZVPD basis
C 0.45 -0.46 -0.96
C 0.21 0.94 0.98
N -0.30 -0.16 0.21
O -3.25 -0.25 -1.49
O -3.40 1.76 0.15
O -2.26 -1.69 1.01
O -3.10 -0.56 1.13
P -2.96 0.40 -0.21
H -0.12 -1.17 -1.57
H 0.68 0.43 -1.59
H 1.41 -0.92 -0.69
H -0.56 1.28 1.67
H 1.09 0.63 1.57
H 0.52 1.80 0.35
H -1.38 -1.23 0.71
```



A cluster of 6 separate species, C26H62BrNO15P in total at a distorted geometry. Source: the Open Molecules 2025 dataset; level of theory: the ωB97M-V functional and the def2-TZVPD basis.

Values from the calculation:
Frontier orbital gap, eV: 6.888
E, Ha: -5126.4180
HOMO energy, eV: -4.83
Net charge: -1
LUMO level, eV: 2.062

Geometry as XYZ:
```
106
C26H62BrNO15P | the Open Molecules 2025 dataset | the ωB97M-V functional and the def2-TZVPD basis
C -4.98 -5.75 3.64
O -5.18 -5.43 2.26
C -3.94 -5.40 1.54
N -3.48 -4.01 1.50
C -2.06 -3.83 1.92
C -0.99 -4.59 1.05
C 0.30 -5.06 1.80
O 0.19 -6.45 2.11
C -1.99 -4.16 3.45
O -1.88 -5.32 3.90
O -2.02 -3.16 4.24
P -3.89 -3.20 0.04
O -3.13 -1.68 0.01
Br -2.98 -4.28 -1.80
H -4.26 -6.58 3.79
H -5.95 -6.08 4.06
H -4.64 -4.89 4.25
H -4.22 -5.74 0.50
H -3.19 -6.12 1.93
H -1.82 -2.75 1.84
H -0.65 -3.86 0.27
H -1.45 -5.42 0.46
H 1.17 -4.96 1.11
H 0.55 -4.44 2.69
H -0.72 -6.74 1.99
H -3.36 -1.31 0.88
C 0.37 2.70 2.22
O -0.40 2.14 1.16
C 0.37 1.29 0.31
C 0.12 -0.17 0.62
O 0.61 -0.53 1.90
C -0.42 -0.62 2.89
H -0.32 3.15 2.93
H 0.96 1.93 2.73
H 1.03 3.47 1.82
H 1.43 1.53 0.39
H 0.05 1.50 -0.71
H 0.66 -0.78 -0.11
H -0.95 -0.41 0.53
H -1.02 -1.52 2.73
H -1.07 0.26 2.88
H 0.05 -0.70 3.87
C 1.43 1.33 -4.09
O 1.66 0.24 -4.96
C 2.54 -0.73 -4.40
C 1.78 -1.92 -3.87
O 0.98 -1.57 -2.75
C -0.39 -1.42 -3.08
H 0.60 1.92 -4.48
H 1.18 1.00 -3.08
H 2.32 1.97 -4.06
H 3.16 -0.28 -3.62
H 3.20 -1.06 -5.21
H 2.50 -2.67 -3.52
H 1.17 -2.38 -4.65
H -0.84 -2.40 -3.26
H -0.53 -0.78 -3.96
H -0.90 -0.95 -2.24
C -1.06 4.37 -2.65
O -1.56 3.67 -3.78
C -2.93 3.33 -3.65
C -3.82 4.26 -4.45
O -3.80 5.58 -3.91
C -2.97 6.46 -4.66
H -0.09 4.79 -2.91
H -1.72 5.19 -2.36
H -0.94 3.69 -1.81
H -3.23 3.31 -2.59
H -3.04 2.31 -4.04
H -4.85 3.91 -4.38
H -3.53 4.27 -5.50
H -3.45 6.71 -5.61
H -1.99 6.02 -4.85
H -2.84 7.37 -4.08
C 4.12 -4.40 -1.59
O 4.93 -3.73 -2.55
C 5.72 -2.71 -1.97
C 7.16 -3.16 -1.79
O 7.26 -4.19 -0.82
C 7.41 -5.47 -1.40
H 3.71 -5.29 -2.05
H 4.70 -4.69 -0.71
H 3.29 -3.74 -1.28
H 5.30 -2.37 -1.02
H 5.71 -1.86 -2.67
H 7.75 -2.31 -1.42
H 7.59 -3.48 -2.75
H 8.42 -5.58 -1.81
H 6.67 -5.65 -2.18
H 7.27 -6.21 -0.61
C -1.59 4.97 5.04
O -0.79 5.38 3.94
C -1.30 6.54 3.29
C -0.53 7.79 3.69
O -0.72 8.10 5.07
C 0.37 7.71 5.88
H -1.04 4.23 5.60
H -1.82 5.81 5.70
H -2.52 4.52 4.67
H -2.37 6.67 3.50
H -1.19 6.39 2.22
H -0.90 8.63 3.11
H 0.54 7.67 3.47
H 1.22 8.37 5.71
H 0.66 6.67 5.68
H 0.06 7.79 6.92
```



A structure of composition C20H37MoN3OP at a distorted geometry. Source: the Open Molecules 2025 dataset; level of theory: the ωB97M-V functional and the def2-TZVPD basis.

Values from the calculation:
Energy relative to the best compared isomer or geometry (same formula, charge and spin), kcal per mole: 13.3
Frontier orbital gap (spin up / spin down), eV: 5.558 / 7.362
E, Ha: -1433.0393
HOMO energy (spin up / spin down), eV: -8.91 / -10.68
Spin multiplicity: 3
Net charge: +1
LUMO level (spin up / spin down), eV: -3.351 / -3.313

Geometry as XYZ:
```
63
C20H37MoN3OP | the Open Molecules 2025 dataset | the ωB97M-V functional and the def2-TZVPD basis
C -2.75 -1.27 -4.74
C -1.54 -2.02 -5.12
C -3.95 -1.99 -4.29
C -2.85 0.16 -5.09
H -4.53 -2.33 -5.17
H -4.62 -1.36 -3.69
H -3.70 -2.89 -3.72
H -1.63 -2.35 -6.17
H -1.41 -2.93 -4.52
H -0.63 -1.42 -5.06
H -3.21 0.27 -6.12
H -1.88 0.67 -5.04
H -3.56 0.70 -4.45
C -0.46 -2.03 1.26
C -1.75 -2.35 0.70
C -1.54 -2.63 -0.71
H -2.68 -2.48 1.27
C -0.13 -2.51 -0.98
C 0.53 -2.13 0.22
H 1.62 -2.01 0.37
H -0.25 -1.88 2.32
H -2.30 -3.02 -1.39
H 0.36 -2.73 -1.94
C -1.53 2.10 -0.12
C -2.15 1.41 0.98
C -3.15 0.53 0.44
H -1.98 1.61 2.04
C -3.14 0.69 -1.00
C -2.15 1.67 -1.34
H -1.93 2.06 -2.35
H -0.78 2.91 -0.04
H -3.88 -0.05 1.04
H -3.86 0.23 -1.69
Mo -1.22 -0.40 -0.27
C 3.12 -1.38 2.75
N 1.87 -0.64 2.61
C 1.16 -0.67 3.93
P 1.83 0.73 1.66
O 0.55 0.84 0.92
N 1.85 2.10 2.58
C 0.58 2.76 2.92
C 2.78 2.18 3.68
N 2.98 0.81 0.46
C 2.64 1.69 -0.68
C 4.32 1.11 0.91
H 3.02 -2.35 3.27
H 3.81 -0.78 3.37
H 3.58 -1.58 1.77
H 1.80 -0.19 4.69
H 0.19 -0.14 3.89
H 0.96 -1.70 4.31
H 0.00 2.08 3.57
H 0.75 3.68 3.52
H -0.03 3.04 2.06
H 2.29 1.84 4.61
H 3.68 1.58 3.52
H 3.12 3.22 3.88
H 2.50 2.72 -0.28
H 3.47 1.76 -1.42
H 1.73 1.39 -1.22
H 4.32 2.14 1.32
H 4.69 0.41 1.67
H 5.06 1.11 0.08
```